No. 1
# C16H17CoI2N6OS

C16H17CoI2N6OS as an isolated structure (wB97M-V/def2-TZVPD, the OMol25 dataset).

```
! wB97M-V def2-TZVPD RIJCOSX def2/J DEFGRID3
* xyz 2 5
I -0.49954 -3.96014 2.75931
I 3.81321 -1.19210 5.96888
Co 0.07015 -0.75334 -0.72104
S -1.65159 -2.17936 -1.63716
O 0.59950 -1.81767 0.77424
N -1.67439 0.26085 0.33480
N -4.25338 -1.61781 -0.98924
N -5.00769 -0.74184 -0.27011
N -2.87891 -0.30896 -0.07466
N 1.49362 0.81417 0.23500
N 0.69826 0.32330 -2.33961
C 0.53309 0.79016 -4.67673
C -4.17516 0.05756 0.29401
C 1.34343 1.48193 -2.16179
C 1.74314 -2.43166 4.12700
C 1.03543 -2.56145 2.96228
C 2.69604 0.10544 0.73462
C -2.94462 -1.39209 -0.90147
C 2.74454 -1.45753 4.20699
C 3.04701 -0.62824 3.10231
C 1.59897 2.34474 -3.21605
C 0.31802 -0.02067 -3.58447
C 2.36631 -0.75299 1.92647
C 1.81485 1.83930 -0.77317
C 1.17887 2.00521 -4.48979
C 1.30096 -1.71436 1.82132
C -4.46409 1.20360 1.18190
H -4.00321 1.06473 2.16182
H 3.08132 -0.51654 -0.07739
H 0.20097 0.47508 -5.65539
H 1.06699 1.26903 1.03395
H 1.35805 2.67137 -5.32273
H -1.53159 0.05462 1.32159
H 1.37396 2.79483 -0.48451
H -4.71591 -2.35459 -1.49915
H -4.09051 2.13461 0.74991
H -5.53789 1.29907 1.31743
H -0.17281 -0.97719 -3.69719
H -1.73863 1.26825 0.22506
H 3.83817 0.10553 3.19041
H 3.47469 0.81612 1.02160
H 1.52044 -3.06925 4.97098
H 2.13460 3.26820 -3.03630
H 2.89532 2.00008 -0.81396
*
```

Summary:
E ... -92505.64550 eV
HOMO energy (alpha / beta) ... -14.16 / -14.47 eV
⟨S²⟩ ... 6.0305
M ... 654.2 g mol⁻¹
Gap between HOMO and LUMO (alpha / beta) ... 8.7 / 5.9 eV

Partial charges, Löwdin, in e: atom 1 (I): 1.04, atom 2 (I): 1.09, atom 3 (Co): 0.60, atom 4 (S): 0.76, atom 5 (O): -0.16, atom 6 (N): 0.10, atom 7 (N): 0.07, atom 8 (N): 0.16, atom 9 (N): -0.07, atom 10 (N): -0.09, atom 11 (N): 0.00, atom 12 (C): -0.02, atom 13 (C): -0.30, atom 14 (C): -0.24, atom 15 (C): -0.19, atom 16 (C): -0.60, atom 17 (C): -0.12, atom 18 (C): -0.70, atom 19 (C): -0.68, atom 20 (C): -0.07, atom 21 (C): 0.01, atom 22 (C): -0.10, atom 23 (C): -0.12, atom 24 (C): -0.12, atom 25 (C): 0.00, atom 26 (C): -0.38, atom 27 (C): 0.02, atom 28 (H): 0.09, atom 29 (H): 0.15, atom 30 (H): 0.13, atom 31 (H): 0.13, atom 32 (H): 0.13, atom 33 (H): 0.13, atom 34 (H): 0.14, atom 35 (H): 0.18, atom 36 (H): 0.09, atom 37 (H): 0.10, atom 38 (H): 0.08, atom 39 (H): 0.13, atom 40 (H): 0.11, atom 41 (H): 0.13, atom 42 (H): 0.10, atom 43 (H): 0.13, atom 44 (H): 0.14

=====

No. 2
# C16H17FIrN2O4Si

C16H17FIrN2O4Si as an isolated structure (wB97M-V/def2-TZVPD, the OMol25 dataset).

```
! wB97M-V def2-TZVPD RIJCOSX def2/J DEFGRID3
* xyz 1 1
Ir -0.61230 1.55031 -0.40174
Si 0.38570 -1.36423 0.70646
F 0.13889 3.08066 0.83908
O -2.36829 1.37607 0.51060
O -4.34965 0.36922 0.19763
O 1.28695 0.46886 -3.92060
O 0.95142 1.40648 -1.91488
N -1.43875 0.38800 -1.71719
N 0.51705 0.40895 0.80716
C -3.41419 -0.63132 -2.44488
C 1.66146 3.45634 2.63076
C -0.80439 0.12765 -2.87143
C -1.39579 -1.88191 0.90721
C -2.71002 0.07923 -1.48406
C 1.34935 -2.30190 1.99987
C -1.44711 -0.57631 -3.86395
C 1.23868 1.18781 1.72524
C 0.56604 0.71960 -2.86245
C 1.06480 2.56155 1.78562
C 2.56215 2.94167 3.54779
C -2.76742 -0.97219 -3.62355
C 2.16688 0.71375 2.66730
C 1.06370 -1.94914 -0.94092
C 2.80004 1.57336 3.54857
C -3.23346 0.62330 -0.14874
H 2.43026 -2.19174 1.91359
H 2.05508 -1.52844 -1.12320
H -1.82516 -1.43952 1.80807
H 1.04143 -2.07833 3.02149
H 3.50246 1.15464 4.25659
H -4.44590 -0.89041 -2.24966
H 1.16627 -3.03610 -0.91796
H 0.42057 -1.72326 -1.79383
H -1.44622 -2.96803 1.01047
H 1.42210 4.50864 2.56813
H 2.39977 -0.33421 2.71619
H -2.04112 -1.62080 0.06754
H -3.29552 -1.53317 -4.38227
H 1.11918 -3.35506 1.81651
H 2.16609 0.87751 -3.83675
H -0.94751 -0.79374 -4.79688
H 3.06647 3.59618 4.24306
*
```

Summary:
E ... -41466.80820 eV
Energy above the lowest of the compared OMol25 structures with the same formula, charge and spin ... 0.0 kJ/mol
HOMO energy ... -10.87 eV
M ... 540.6 g mol⁻¹
Gap between HOMO and LUMO ... 5.8 eV

Partial charges, Löwdin, in e: atom 1 (Ir): 1.48, atom 2 (Si): 0.45, atom 3 (F): -0.10, atom 4 (O): -0.14, atom 5 (O): 0.16, atom 6 (O): 0.21, atom 7 (O): 0.01, atom 8 (N): -0.03, atom 9 (N): -0.17, atom 10 (C): 0.07, atom 11 (C): 0.00, atom 12 (C): -0.17, atom 13 (C): -0.14, atom 14 (C): -0.15, atom 15 (C): -0.17, atom 16 (C): 0.06, atom 17 (C): -0.27, atom 18 (C): -0.44, atom 19 (C): -0.18, atom 20 (C): -0.07, atom 21 (C): 0.03, atom 22 (C): -0.02, atom 23 (C): -0.15, atom 24 (C): -0.06, atom 25 (C): -0.56, atom 26 (H): 0.04, atom 27 (H): 0.05, atom 28 (H): 0.06, atom 29 (H): 0.05, atom 30 (H): 0.12, atom 31 (H): 0.15, atom 32 (H): 0.05, atom 33 (H): 0.01, atom 34 (H): 0.05, atom 35 (H): 0.13, atom 36 (H): 0.07, atom 37 (H): 0.01, atom 38 (H): 0.13, atom 39 (H): 0.05, atom 40 (H): 0.17, atom 41 (H): 0.14, atom 42 (H): 0.11

=====

No. 3
# C16H17FN2O4S

One molecule with the formula C16H17FN2O4S (wB97M-V/def2-TZVPD, the OMol25 dataset).

```
! wB97M-V def2-TZVPD RIJCOSX def2/J DEFGRID3
* xyz 0 1
S 0.49759 1.39657 -1.29902
F 5.03094 4.01154 -3.96466
O 0.02880 2.31778 -0.30203
O -0.41811 1.00034 -2.32992
O -4.23560 -2.14339 2.87818
O -1.02632 -3.70496 2.89756
N 1.17287 0.03883 -0.58033
N -1.75797 -1.85351 1.81281
C 3.19793 1.66723 -1.92744
C 1.91761 2.15547 -2.10002
C -5.34655 -2.51128 3.53039
C 1.33432 0.11756 0.85707
C 0.65631 -1.23361 -1.03945
C -3.27024 -3.04035 3.19928
C -5.12743 -3.63219 4.27303
C 0.03092 -0.18994 1.59355
C 4.25986 2.29430 -2.55843
C -0.67352 -1.57565 -0.36918
C -0.50894 -1.55374 1.15318
C 1.67229 3.26193 -2.89342
C -1.91542 -2.91610 2.63727
C 4.00234 3.40075 -3.35003
C 2.72237 3.89854 -3.53131
C -3.77623 -3.97972 4.05982
H 2.56527 4.76203 -4.15767
H -2.54010 -1.23985 1.64578
H 0.18437 -2.34516 1.46281
H 1.40547 -2.00031 -0.81794
H -1.41204 -0.82991 -0.67197
H 5.27221 1.93997 -2.44597
H 2.11320 -0.59556 1.14651
H 0.20412 -0.18533 2.67045
H 0.52732 -1.15544 -2.11864
H 0.65742 3.60861 -3.00321
H 1.66752 1.12925 1.08938
H 3.35709 0.80028 -1.30714
H -0.69226 0.59098 1.34993
H -6.22009 -1.90530 3.38952
H -1.01290 -2.55926 -0.69619
H -5.83625 -4.14337 4.89109
H -3.23582 -4.80445 4.47518
*
```

Summary:
E ... -41590.47847 eV
Energy above the lowest of the compared OMol25 structures with the same formula, charge and spin ... 30.5 kJ/mol
HOMO energy ... -9.04 eV
Structure (SMILES) ... O=C(NC1CCN(S(=O)(=O)c2ccc(F)cc2)CC1)c1ccco1
M ... 352.4 g mol⁻¹
Gap between HOMO and LUMO ... 9.8 eV

Partial charges, Löwdin, in e: atom 1 (S): 0.68, atom 2 (F): 0.07, atom 3 (O): -0.27, atom 4 (O): -0.27, atom 5 (O): 0.04, atom 6 (O): 0.07, atom 7 (N): -0.25, atom 8 (N): 0.11, atom 9 (C): -0.05, atom 10 (C): -0.26, atom 11 (C): -0.11, atom 12 (C): -0.20, atom 13 (C): -0.19, atom 14 (C): -0.19, atom 15 (C): -0.05, atom 16 (C): -0.11, atom 17 (C): 0.01, atom 18 (C): -0.11, atom 19 (C): -0.31, atom 20 (C): -0.05, atom 21 (C): -0.43, atom 22 (C): -0.27, atom 23 (C): 0.01, atom 24 (C): 0.01, atom 25 (H): 0.12, atom 26 (H): 0.15, atom 27 (H): 0.15, atom 28 (H): 0.13, atom 29 (H): 0.12, atom 30 (H): 0.12, atom 31 (H): 0.13, atom 32 (H): 0.13, atom 33 (H): 0.12, atom 34 (H): 0.12, atom 35 (H): 0.12, atom 36 (H): 0.11, atom 37 (H): 0.11, atom 38 (H): 0.12, atom 39 (H): 0.13, atom 40 (H): 0.10, atom 41 (H): 0.12

=====

No. 4
# C16H17FeN3O6S2

C16H17FeN3O6S2 as an isolated structure (wB97M-V/def2-TZVPD, the OMol25 dataset).

```
! wB97M-V def2-TZVPD RIJCOSX def2/J DEFGRID3
* xyz -1 6
Fe -0.37962 -1.07247 1.37388
S -1.74038 0.22003 2.87096
S -0.37679 -0.80684 -1.47075
O -0.76634 0.16416 -0.41745
O -1.74837 -4.89027 0.40493
O 3.30763 -1.45294 3.03595
O -1.35439 -0.99025 -2.51488
O -1.30955 -2.85334 1.26551
O 1.52160 -1.02034 1.72046
N -0.04404 -2.33283 3.29200
N 0.11619 -2.07974 -0.74607
N 1.23901 -2.01594 3.73746
C 2.11618 -1.45488 2.78848
C -3.73480 2.91570 0.55447
C 2.38819 1.84556 -2.72678
C -4.26088 3.78129 1.50457
C 3.16038 -0.34030 -3.33449
C -1.28498 -3.76353 0.33080
C -3.26785 2.43681 3.23962
C -2.72447 1.57020 2.28870
C 4.63521 1.63411 -3.85385
C -2.97590 1.81607 0.93581
C 3.36694 1.03881 -3.29665
C 1.06824 -0.08503 -2.20405
C -0.57762 -3.33977 -0.95325
C 2.02021 -0.90502 -2.79150
C 1.23967 1.29052 -2.17654
C -4.02589 3.53315 2.85035
H -0.73949 -2.04081 3.96433
H -3.91612 3.09683 -0.49966
H 0.48258 1.90944 -1.70881
H 0.12049 -4.14562 -1.18621
H -4.43308 4.19958 3.60323
H 5.51051 1.20601 -3.36142
H -0.16772 -3.30801 3.04143
H 1.67136 -2.62604 4.40498
H 2.53124 2.92101 -2.69968
H -2.56117 1.15867 0.19169
H -1.33986 -3.28283 -1.73254
H -3.07952 2.24061 4.29066
H 4.72789 1.43053 -4.92338
H 3.91290 -0.98007 -3.78572
H 4.65595 2.71426 -3.70969
H -4.84628 4.64133 1.20044
H 1.86275 -1.97782 -2.79735
*
```

Summary:
E ... -89684.46300 eV
HOMO energy (alpha / beta) ... -5.25 / -5.22 eV
⟨S²⟩ ... 8.7608
M ... 467.3 g mol⁻¹
Gap between HOMO and LUMO (alpha / beta) ... 7.9 / 7.1 eV

Partial charges, Löwdin, in e: atom 1 (Fe): 0.86, atom 2 (S): 0.64, atom 3 (S): 0.58, atom 4 (O): -0.41, atom 5 (O): 0.03, atom 6 (O): 0.04, atom 7 (O): -0.29, atom 8 (O): -0.18, atom 9 (O): -0.13, atom 10 (N): -0.04, atom 11 (N): -0.23, atom 12 (N): 0.00, atom 13 (C): -0.69, atom 14 (C): -0.10, atom 15 (C): -0.04, atom 16 (C): -0.12, atom 17 (C): -0.04, atom 18 (C): -0.61, atom 19 (C): -0.15, atom 20 (C): -0.65, atom 21 (C): -0.06, atom 22 (C): -0.11, atom 23 (C): -0.28, atom 24 (C): -0.27, atom 25 (C): -0.18, atom 26 (C): -0.05, atom 27 (C): -0.04, atom 28 (C): -0.11, atom 29 (H): 0.06, atom 30 (H): 0.10, atom 31 (H): 0.11, atom 32 (H): 0.11, atom 33 (H): 0.09, atom 34 (H): 0.08, atom 35 (H): 0.11, atom 36 (H): 0.13, atom 37 (H): 0.11, atom 38 (H): 0.07, atom 39 (H): 0.11, atom 40 (H): 0.09, atom 41 (H): 0.08, atom 42 (H): 0.11, atom 43 (H): 0.07, atom 44 (H): 0.09, atom 45 (H): 0.11

=====

No. 5
# C16H17IO3PSe2V

C16H17IO3PSe2V as an isolated structure (wB97M-V/def2-TZVPD, the OMol25 dataset).

```
! wB97M-V def2-TZVPD RIJCOSX def2/J DEFGRID3
* xyz -1 4
I -2.25513 -1.60039 -4.77219
Se 1.02491 1.27255 0.62008
Se -1.39488 -0.99813 -1.16097
V -0.81991 0.18307 -3.36345
P -0.27798 -0.43012 0.62322
O 0.42800 3.40252 -5.40639
O 0.82931 1.29326 -2.63304
O -0.88218 1.86643 -4.45735
C 2.51736 -2.92575 2.30502
C 1.98341 -4.18685 2.09367
C -2.26959 0.74671 4.01753
C -1.51377 -0.27348 1.97011
C -3.34132 -0.13002 4.06793
C 0.11529 -3.19695 0.94815
C 0.70738 3.70476 -2.33527
C -2.59790 -1.14661 2.02054
C 0.64370 -1.92636 1.16430
C -3.50370 -1.07690 3.06524
C 0.78055 -4.31930 1.41300
C 1.08454 2.56267 -3.26964
C 2.54532 2.62446 -3.68013
C -1.35756 0.67505 2.97349
C 0.15732 2.62780 -4.50522
C 1.84992 -1.79976 1.84371
H 0.36066 -5.30077 1.23179
H -4.34487 -1.75834 3.08953
H 2.50606 -5.06641 2.44899
H -2.13999 1.49651 4.78810
H 3.46016 -2.81140 2.82544
H 1.33844 3.69298 -1.44516
H -2.74907 -1.86814 1.22746
H -0.80626 -3.31224 0.39168
H 2.72428 3.52876 -4.25904
H 2.26354 -0.81086 1.99549
H -0.52168 1.36106 2.92100
H 1.01743 1.32168 -1.66791
H 0.84215 4.65340 -2.85465
H -4.05434 -0.07337 4.88118
H 2.79928 1.76277 -4.29754
H 3.18460 2.62377 -2.79452
H -0.33347 3.61193 -2.02420
*
```

Summary:
E ... -196787.05995 eV
Energy above the lowest of the compared OMol25 structures with the same formula, charge and spin ... 0.0 kJ/mol
HOMO energy (alpha / beta) ... -4.75 / -5.43 eV
⟨S²⟩ ... 3.7589
M ... 624.1 g mol⁻¹
Gap between HOMO and LUMO (alpha / beta) ... 7.2 / 7.9 eV

Partial charges, Löwdin, in e: atom 1 (I): -0.05, atom 2 (Se): 0.34, atom 3 (Se): 0.32, atom 4 (V): 0.20, atom 5 (P): 0.18, atom 6 (O): 0.06, atom 7 (O): -0.21, atom 8 (O): -0.17, atom 9 (C): -0.09, atom 10 (C): -0.10, atom 11 (C): -0.09, atom 12 (C): -0.39, atom 13 (C): -0.10, atom 14 (C): -0.12, atom 15 (C): -0.02, atom 16 (C): -0.12, atom 17 (C): -0.38, atom 18 (C): -0.09, atom 19 (C): -0.09, atom 20 (C): -0.52, atom 21 (C): -0.01, atom 22 (C): -0.11, atom 23 (C): -0.61, atom 24 (C): -0.12, atom 25 (H): 0.10, atom 26 (H): 0.10, atom 27 (H): 0.10, atom 28 (H): 0.10, atom 29 (H): 0.10, atom 30 (H): 0.06, atom 31 (H): 0.07, atom 32 (H): 0.06, atom 33 (H): 0.09, atom 34 (H): 0.05, atom 35 (H): 0.05, atom 36 (H): -0.07, atom 37 (H): 0.10, atom 38 (H): 0.10, atom 39 (H): 0.09, atom 40 (H): 0.09, atom 41 (H): 0.10

=====

No. 6
# C16H17N

A 2-piece molecular cluster, C16H17N overall (wB97M-V/def2-TZVPD, the OMol25 dataset).

```
! wB97M-V def2-TZVPD RIJCOSX def2/J DEFGRID3
* xyz -1 2
N 1.00650 4.46181 0.88951
C -2.72897 -2.72763 1.75244
C 2.07509 3.67823 0.55780
C -3.96801 -3.17561 1.27930
C -1.59016 -3.10263 1.05838
C 0.38832 3.28838 -0.90858
C -0.31861 2.75324 -2.12485
C -2.81383 -4.65603 -0.27189
C 4.21337 2.61058 0.72026
C 2.66578 1.94624 -1.08570
C -0.28316 -4.52172 -0.51675
C -0.04633 4.20107 0.03400
C 3.32906 3.60638 1.19877
C 1.71632 2.88551 -0.54451
C -1.58331 -4.15005 0.13923
C -3.98221 -4.19076 0.32886
C 3.87413 1.80932 -0.34676
H 1.03612 5.11921 1.64361
H 0.20213 1.86688 -2.46839
H -2.73456 -2.18651 2.68545
H -1.37868 2.64281 -1.84235
H 0.54411 -4.39595 0.15881
H -1.11127 4.36843 0.15444
H -4.94907 -4.41881 -0.11736
H 4.47252 0.93624 -0.58878
H -0.10860 -3.95068 -1.42485
H 3.56555 4.27764 2.01749
H -0.43833 3.56541 -2.85378
H -0.70207 -2.57566 1.38487
H 5.14589 2.42443 1.23522
H -0.25583 -5.57647 -0.80558
H 2.53894 1.52521 -2.07229
H -4.91495 -2.81129 1.64942
H -2.86589 -5.52719 -0.91545
*
```

Summary:
E ... -18356.22525 eV
Energy above the lowest of the compared OMol25 structures with the same formula, charge and spin ... 81.4 kJ/mol
HOMO energy (alpha / beta) ... 0.68 / -2.68 eV
⟨S²⟩ ... 0.7696
M ... 223.3 g mol⁻¹
Gap between HOMO and LUMO (alpha / beta) ... 2.1 / 5.4 eV

Partial charges, Löwdin, in e: atom 1 (N): 0.03, atom 2 (C): -0.08, atom 3 (C): -0.27, atom 4 (C): -0.10, atom 5 (C): -0.06, atom 6 (C): -0.28, atom 7 (C): -0.07, atom 8 (C): -0.06, atom 9 (C): -0.21, atom 10 (C): -0.11, atom 11 (C): -0.06, atom 12 (C): -0.15, atom 13 (C): -0.11, atom 14 (C): -0.19, atom 15 (C): -0.28, atom 16 (C): -0.11, atom 17 (C): -0.21, atom 18 (H): 0.13, atom 19 (H): 0.05, atom 20 (H): 0.10, atom 21 (H): 0.06, atom 22 (H): 0.07, atom 23 (H): 0.07, atom 24 (H): 0.10, atom 25 (H): 0.06, atom 26 (H): 0.08, atom 27 (H): 0.05, atom 28 (H): 0.06, atom 29 (H): 0.11, atom 30 (H): 0.06, atom 31 (H): 0.07, atom 32 (H): 0.04, atom 33 (H): 0.09, atom 34 (H): 0.10